{
  "formula": "C19H20F9O2Sn",
  "method": "ωB97M-V/def2-TZVPD",
  "orbital_gap_ha": [0.1734, 0.2522],
  "homo_energy_ev": [-1.6, -3.8],
  "charge": -1,
  "elements": ["Sn", "C", "C", "C", "H", "C", "C", "H", "H", "H", "H", "C", "C", "C", "H", "C", "C", "H", "H", "H", "H", "O", "C", "C", "C", "C", "C", "H", "H", "H", "H", "H", "H", "H", "H", "H", "H", "F", "C", "F", "F", "C", "O", "C", "F", "F", "F", "C", "F", "F", "F"],
  "positions_angstrom": [[0.1158, -0.2222, 0.5740], [0.8372, -2.4565, 1.0203], [-0.6310, -2.4116, 0.9606], [-1.0045, -2.7901, -0.3702], [-1.2703, -2.3666, 1.8336], [0.1668, -3.0500, -1.1043], [1.2959, -2.8556, -0.2769], [2.3338, -3.0683, -0.5409], [1.4271, -2.4130, 1.9378], [-2.0241, -2.9134, -0.7282], [0.2010, -3.4285, -2.1236], [1.4221, 1.7827, 0.4716], [2.2416, 0.5708, 0.3175], [2.4327, 0.3855, -1.0997], [2.7941, 0.0844, 1.1213], [1.8040, 1.4405, -1.7731], [1.2061, 2.3158, -0.8355], [0.7399, 3.2765, -1.0582], [1.2619, 2.2954, 1.4084], [3.0507, -0.3919, -1.5522], [1.8335, 1.6171, -2.8476], [-1.1838, 0.0322, -0.9087], [-0.8664, 0.2489, -3.8194], [-2.0981, 0.4108, -3.0529], [-0.2916, -1.0729, -4.0560], [-0.3068, 1.4190, -4.5096], [-1.8400, 1.0195, -1.6617], [-2.6111, -0.5586, -2.9375], [-2.7668, 1.0879, -3.5992], [-1.2290, 1.9372, -1.7496], [-2.7945, 1.2659, -1.1774], [-0.8075, -1.6003, -4.8829], [-0.3539, -1.7207, -3.1650], [0.7650, -0.9915, -4.3489], [-0.7650, 1.5718, -5.5050], [0.7709, 1.3020, -4.6916], [-0.4607, 2.3495, -3.9425], [1.9850, -0.3217, 3.7650], [1.2140, 0.7414, 4.1305], [1.4109, 0.9691, 5.4517], [1.7080, 1.8179, 3.4620], [-0.2816, 0.4949, 3.7739], [-0.5495, 0.3763, 2.3998], [-0.8017, -0.7994, 4.4824], [-0.6288, -0.8063, 5.8273], [-2.1188, -0.9806, 4.2257], [-0.1503, -1.8895, 3.9824], [-1.1012, 1.7686, 4.2112], [-1.1230, 1.9652, 5.5584], [-0.5793, 2.8887, 3.6307], [-2.3783, 1.6737, 3.7721]]
}

{
  "formula": "C21H42N2O2",
  "method": "ωB97M-V/def2-TZVPD",
  "orbital_gap_ha": 0.3498,
  "e_above_lowest_kj_mol": 22.2,
  "homo_energy_ev": -8.8,
  "smiles": "CC(C)CN(CC(C)C)C(=O)CCCC(=O)N(CC(C)C)CC(C)C",
  "charge": 0,
  "elements": ["C", "C", "C", "C", "N", "C", "C", "C", "C", "C", "O", "C", "C", "C", "C", "O", "N", "C", "C", "C", "C", "C", "C", "C", "C", "H", "H", "H", "H", "H", "H", "H", "H", "H", "H", "H", "H", "H", "H", "H", "H", "H", "H", "H", "H", "H", "H", "H", "H", "H", "H", "H", "H", "H", "H", "H", "H", "H", "H", "H", "H", "H", "H", "H", "H", "H", "H"],
  "positions_angstrom": [[4.0391, -2.8832, 0.1756], [2.9543, -1.8054, 0.1787], [1.5829, -2.4710, 0.2946], [3.0651, -0.9190, -1.0891], [3.3779, 0.4718, -0.8356], [4.7782, 0.8420, -0.7452], [5.4019, 0.6583, 0.6470], [6.8658, 1.0894, 0.5935], [4.6452, 1.4665, 1.6958], [2.4603, 1.4731, -0.7702], [2.7943, 2.6397, -0.6645], [1.0001, 1.0687, -0.8562], [0.1006, 2.1431, -0.2503], [-1.3811, 1.8386, -0.4610], [-1.8216, 0.5743, 0.2628], [-1.0506, -0.0886, 0.9360], [-3.1157, 0.1963, 0.0994], [-3.5190, -1.0966, 0.6253], [-3.5993, -2.1844, -0.4578], [-4.1097, -3.4791, 0.1693], [-2.2395, -2.4058, -1.1121], [-4.1233, 0.9710, -0.5906], [-4.7355, 2.1122, 0.2449], [-5.7336, 2.8798, -0.6190], [-5.4120, 1.5896, 1.5086], [4.0123, -3.4525, 1.1020], [3.8809, -3.5723, -0.6522], [5.0304, -2.4473, 0.0733], [3.0966, -1.1657, 1.0539], [0.7964, -1.7421, 0.4726], [1.3507, -3.0271, -0.6123], [1.5800, -3.1679, 1.1302], [3.8617, -1.3145, -1.7278], [2.1397, -0.9789, -1.6628], [4.8398, 1.9005, -1.0131], [5.3435, 0.2582, -1.4791], [5.3632, -0.4003, 0.9220], [7.3401, 0.9426, 1.5611], [6.9388, 2.1425, 0.3316], [7.4141, 0.5115, -0.1481], [5.1196, 1.3637, 2.6697], [4.6289, 2.5178, 1.4205], [3.6150, 1.1280, 1.7779], [0.8302, 0.1399, -0.3216], [0.7484, 0.9248, -1.9123], [0.3430, 3.1091, -0.6957], [0.3063, 2.2051, 0.8191], [-1.9718, 2.6841, -0.1082], [-1.5798, 1.7130, -1.5294], [-4.4892, -1.0008, 1.1169], [-2.7718, -1.3854, 1.3677], [-4.3109, -1.8664, -1.2295], [-3.4229, -3.8190, 0.9410], [-5.0888, -3.3324, 0.6204], [-4.1930, -4.2588, -0.5840], [-1.5086, -2.7050, -0.3652], [-2.3042, -3.1835, -1.8701], [-1.8862, -1.4930, -1.5863], [-3.7086, 1.3916, -1.5114], [-4.9264, 0.2874, -0.8761], [-3.9396, 2.7979, 0.5496], [-5.2495, 3.2819, -1.5062], [-6.1611, 3.7074, -0.0587], [-6.5439, 2.2263, -0.9355], [-4.6890, 1.1020, 2.1573], [-5.8584, 2.4140, 2.0603], [-6.2006, 0.8822, 1.2588]]
}

{
  "formula": "C4H8NOS",
  "method": "ωB97M-V/def2-TZVPD",
  "orbital_gap_ha": 0.3632,
  "e_above_lowest_kj_mol": 160.1,
  "homo_energy_ev": -14.7,
  "charge": 1,
  "elements": ["C", "C", "C", "C", "N", "O", "S", "H", "H", "H", "H", "H", "H", "H", "H"],
  "positions_angstrom": [[-0.0767, 0.6347, -2.7120], [0.8823, 1.0673, -0.3750], [-0.8730, -1.1884, 1.9149], [-0.3835, -0.6932, 0.6180], [0.4153, 0.8467, -1.5730], [0.5001, 0.3803, 0.6562], [2.0289, 2.3011, 0.0245], [0.3696, -0.1808, -3.3040], [-0.9667, 1.1195, -3.2595], [0.0238, -1.6815, 2.5352], [-1.3883, -0.4053, 2.4951], [-1.6094, -2.0133, 1.7156], [-1.2126, -0.3843, 0.0466], [0.1601, -1.4725, 0.0281], [2.1302, 1.6697, 1.1893]]
}

{
  "formula": "C37H80F4N2O21S7",
  "method": "ωB97M-V/def2-TZVPD",
  "orbital_gap_ha": 0.3715,
  "e_above_lowest_kj_mol": 550.5,
  "homo_energy_ev": -10.0,
  "smiles": "CCCCCCCCCC[C@H](C#N)[C@H](C#N)C(F)(F)C(F)F.CCOS(C)(=O)=O.CCOS(C)(=O)=O.CCOS(C)(=O)=O.CCOS(C)(=O)=O.CCOS(C)(=O)=O.CCOS(C)(=O)=O.CCOS(C)(=O)=O",
  "charge": 0,
  "elements": ["C", "C", "C", "C", "C", "C", "C", "C", "C", "C", "C", "C", "N", "C", "C", "N", "C", "F", "F", "C", "F", "F", "H", "H", "H", "H", "H", "H", "H", "H", "H", "H", "H", "H", "H", "H", "H", "H", "H", "H", "H", "H", "H", "H", "H", "H", "C", "C", "O", "S", "C", "O", "O", "H", "H", "H", "H", "H", "H", "H", "H", "C", "C", "O", "S", "C", "O", "O", "H", "H", "H", "H", "H", "H", "H", "H", "C", "C", "O", "S", "C", "O", "O", "H", "H", "H", "H", "H", "H", "H", "H", "C", "C", "O", "S", "C", "O", "O", "H", "H", "H", "H", "H", "H", "H", "H", "C", "C", "O", "S", "C", "O", "O", "H", "H", "H", "H", "H", "H", "H", "H", "C", "C", "O", "S", "C", "O", "O", "H", "H", "H", "H", "H", "H", "H", "H", "C", "C", "O", "S", "C", "O", "O", "H", "H", "H", "H", "H", "H", "H", "H"],
  "positions_angstrom": [[-0.2694, -4.3609, 1.2366], [0.1859, -4.7772, -0.2527], [0.8343, -3.5423, -1.1025], [-0.2807, -2.3416, -1.1883], [0.0708, -1.0893, -0.2333], [-1.2302, -0.5186, 0.5871], [-2.0003, 0.4643, -0.4296], [-3.5531, 0.7167, -0.0970], [-4.5538, -0.4966, -0.4656], [-3.8539, -1.8248, -1.0298], [-4.8865, -2.8987, -1.6948], [-5.9113, -2.2099, -2.7439], [-6.8528, -1.6759, -3.3014], [-5.5811, -3.8977, -0.6517], [-6.2583, -5.1198, -1.4853], [-6.8420, -6.1013, -1.9066], [-6.5695, -3.2548, 0.4257], [-7.6466, -4.2228, 0.6223], [-7.2101, -2.0401, 0.0483], [-5.9372, -3.0298, 1.9000], [-6.5068, -1.8020, 2.4157], [-4.5157, -2.8658, 1.9155], [-1.2683, -4.9099, 1.4734], [0.4998, -4.6525, 2.0504], [-0.4826, -3.2435, 1.3808], [-0.7639, -5.1712, -0.7928], [0.9128, -5.6684, -0.1665], [1.0998, -3.9661, -2.1341], [1.7999, -3.1691, -0.5909], [-0.3487, -2.0545, -2.3085], [-1.2781, -2.8402, -0.9081], [0.4951, -0.1928, -0.8334], [0.8361, -1.4833, 0.5460], [-1.8762, -1.3554, 1.0314], [-0.7907, 0.0684, 1.5018], [-1.8311, 0.1199, -1.5277], [-1.4590, 1.4929, -0.3610], [-3.6764, 1.0199, 1.0262], [-3.8878, 1.6334, -0.7080], [-5.0730, -0.7983, 0.5314], [-5.3836, -0.0660, -1.1323], [-3.2679, -2.4018, -0.2331], [-3.0900, -1.5948, -1.8765], [-4.2071, -3.5655, -2.3663], [-4.7198, -4.4055, -0.0563], [-6.3135, -3.8605, 2.6191], [1.8063, 0.6576, 6.7497], [0.9653, 1.4339, 5.7537], [1.7526, 1.9071, 4.6627], [2.1334, 0.8720, 3.4774], [2.6800, 2.0782, 2.3007], [0.9257, 0.2612, 2.9834], [3.2679, 0.0897, 3.8916], [2.1584, -0.2821, 6.3175], [1.2246, 0.4223, 7.6441], [2.6905, 1.2308, 7.0405], [0.1232, 0.8345, 5.3955], [0.5467, 2.3146, 6.2474], [1.8396, 2.7202, 2.0377], [3.0376, 1.5480, 1.4175], [3.4905, 2.6586, 2.7412], [3.2335, 2.0129, -5.1909], [2.6907, 3.1088, -4.2942], [1.2631, 3.1210, -4.2918], [0.4800, 2.0380, -3.3781], [-1.1159, 2.8048, -3.4473], [0.9720, 2.1223, -2.0259], [0.4173, 0.7893, -4.0907], [3.0121, 1.0244, -4.7804], [4.3174, 2.1021, -5.2944], [2.7756, 2.0611, -6.1822], [3.0821, 3.0172, -3.2769], [3.0156, 4.0784, -4.6783], [-1.0574, 3.7840, -2.9721], [-1.8184, 2.1679, -2.9086], [-1.4187, 2.8955, -4.4901], [1.6267, 8.1960, -9.1753], [2.1937, 7.7330, -7.8465], [1.1640, 7.2867, -6.9668], [0.5533, 5.8021, -7.1809], [-0.2855, 5.6846, -5.6242], [1.6335, 4.8493, -7.1958], [-0.4325, 5.8537, -8.2281], [1.2134, 7.3564, -9.7393], [2.4045, 8.6632, -9.7840], [0.8158, 8.9128, -9.0222], [2.9492, 6.9546, -7.9888], [2.6875, 8.5749, -7.3546], [0.4520, 5.7187, -4.8227], [-0.8202, 4.7356, -5.6005], [-0.9903, 6.5118, -5.5401], [-2.3318, -6.1756, 7.8154], [-2.6291, -6.3493, 6.3379], [-2.6293, -5.0982, 5.6551], [-1.2060, -4.4359, 5.2524], [-1.8391, -3.2258, 4.1230], [-0.4343, -5.4005, 4.5115], [-0.6722, -3.7529, 6.4015], [-1.3016, -5.8469, 7.9721], [-2.4719, -7.1182, 8.3499], [-2.9836, -5.4165, 8.2554], [-1.9264, -7.0471, 5.8727], [-3.6295, -6.7740, 6.2211], [-2.3105, -3.7380, 3.2849], [-1.0017, -2.6227, 3.7701], [-2.5572, -2.5956, 4.6476], [-5.1317, 1.7380, 6.3807], [-5.7919, 2.2620, 5.1192], [-5.2237, 3.5043, 4.7101], [-3.8116, 3.4855, 3.9182], [-3.8659, 5.1574, 3.3349], [-3.9208, 2.5983, 2.7886], [-2.7446, 3.3689, 4.8772], [-4.0963, 1.4462, 6.1892], [-5.6658, 0.8636, 6.7601], [-5.1122, 2.5077, 7.1565], [-5.7416, 1.5256, 4.3116], [-6.8501, 2.4486, 5.3194], [-4.7172, 5.2690, 2.6638], [-2.9373, 5.3564, 2.7992], [-3.9541, 5.8269, 4.1902], [4.9523, 7.3879, -1.9573], [6.3243, 7.5810, -2.5754], [6.9635, 6.3319, -2.8276], [6.5303, 5.4929, -4.1431], [7.8925, 4.3605, -4.1383], [6.6421, 6.3441, -5.2994], [5.3253, 4.7615, -3.8497], [4.2606, 6.9347, -2.6716], [4.5337, 8.3464, -1.6415], [5.0068, 6.7211, -1.0928], [6.2654, 8.1802, -3.4888], [6.9602, 8.1260, -1.8732], [8.8159, 4.9194, -4.2877], [7.7451, 3.6543, -4.9559], [7.9078, 3.8308, -3.1859], [6.8312, -6.9017, -0.4571], [5.6747, -7.7447, -0.9605], [4.9560, -8.3410, 0.1167], [3.8906, -7.4334, 0.9320], [3.0690, -8.7606, 1.7698], [2.9701, -6.8384, -0.0031], [4.6006, -6.6477, 1.9059], [6.4700, -6.0175, 0.0737], [7.4543, -6.5663, -1.2896], [7.4486, -7.4694, 0.2437], [5.0062, -7.1583, -1.5978], [6.0663, -8.5625, -1.5709], [2.5891, -9.4010, 1.0301], [2.3198, -8.3265, 2.4327], [3.8027, -9.3190, 2.3508]]
}

| no. | E (Eh) |
| --- | --- |
| 1 | -1999.49619 |
| 2 | -1085.41518 |
| 3 | -685.06574 |
| 4 | -6333.83039 |